(1)
Entry from OMol25: C34H37FIrN6O3Sb as an isolated structure (ωB97M-V/def2-TZVPD).

Properties
net charge = +3
⟨S²⟩ = 8.79
2S+1 = 6

Atoms and positions in Å:
Ir 0.000 0.000 0.000
C -1.835 -0.390 -2.470
C -1.150 0.938 -2.544
C -1.371 1.810 -3.621
C -0.711 3.040 -3.653
C 0.159 3.388 -2.620
C 0.357 2.498 -1.563
N -0.296 1.302 -1.548
Sb 1.695 3.027 0.024
C 0.359 2.493 1.601
C 0.155 3.358 2.678
C -0.724 2.985 3.696
C -1.387 1.757 3.628
C -1.157 0.913 2.531
C -1.844 -0.411 2.412
N -0.295 1.302 1.554
C 2.746 1.167 0.019
C 4.142 1.145 0.032
C 4.805 -0.083 0.026
C 4.070 -1.271 0.006
C 2.669 -1.211 -0.007
C 1.838 -2.455 -0.030
N 2.049 0.000 0.002
H -2.498 -0.555 -3.346
H -2.449 -0.438 -1.546
H -1.074 -1.198 -2.444
H -2.044 1.542 -4.425
H -0.872 3.721 -4.478
H 0.675 4.340 -2.640
H 0.671 4.308 2.725
H -0.892 3.645 4.537
H -2.069 1.470 4.419
H -2.517 -0.601 3.275
H -1.083 -1.219 2.370
H -2.446 -0.432 1.480
H 4.706 2.069 0.046
H 5.887 -0.115 0.035
H 4.587 -2.222 -0.001
H 2.470 -3.368 -0.036
H 1.203 -2.457 -0.941
H 1.185 -2.481 0.867
C -7.392 -1.184 1.067
C -6.837 -1.080 -0.348
N -5.372 -1.210 -0.352
C -4.586 -0.067 -0.263
C -3.252 0.004 -0.135
C -2.574 1.378 -0.058
O -3.374 2.367 -0.064
O -1.317 1.410 0.000
C -2.532 -1.283 -0.070
O -1.317 -1.414 0.000
C -3.346 -2.526 -0.106
C -2.683 -3.751 0.005
C -3.402 -4.934 -0.067
F -2.702 -6.074 0.052
C -4.798 -4.960 -0.257
C -5.428 -3.697 -0.362
C -4.740 -2.466 -0.267
N -5.541 -6.144 -0.424
C -4.808 -7.436 -0.469
C -5.759 -8.595 -0.846
N -6.946 -8.034 -1.582
C -7.786 -7.130 -0.712
C -6.888 -6.236 0.178
H -8.478 -1.054 1.058
H -6.963 -0.412 1.715
H -7.172 -2.157 1.517
H -7.127 -0.106 -0.763
H -7.312 -1.812 -1.008
H -5.160 0.859 -0.304
H -1.605 -3.786 0.140
H -6.488 -3.666 -0.572
H -4.337 -7.663 0.494
H -4.035 -7.390 -1.247
H -6.147 -9.112 0.038
H -5.271 -9.320 -1.504
H -7.506 -8.760 -2.041
H -6.554 -7.424 -2.317
H -8.449 -7.763 -0.114
H -8.384 -6.526 -1.402
H -6.798 -6.688 1.175
H -7.394 -5.278 0.326
H -1.724 0.000 0.000

These are the Löwdin partial charges, in e, on atoms 1 to 2:
1 Ir 1.636
2 C 0.007

***

(2)
Entry from OMol25: C7H3NO5Pb as an isolated structure (ωB97M-V/def2-TZVPD).

Properties
energy above the lowest of the compared OMol25 structures with the same formula, charge and spin = 252.22 kJ/mol
net charge = +2

Atoms and positions in Å:
O 0.000 3.299 -2.450
C 0.000 2.226 -2.064
Pb 0.000 -0.391 -1.092
O 0.000 -1.621 -3.954
C 0.000 -1.166 -2.946
C 0.000 -2.310 -0.425
O 0.000 -3.326 -0.068
C -1.972 -0.496 -1.080
O -3.081 -0.579 -1.055
C 1.972 -0.497 -1.079
O 3.081 -0.579 -1.055
C 0.000 1.055 3.337
C 0.000 0.622 1.965
N 0.000 0.268 0.888
H -0.902 1.661 3.538
H 0.902 1.660 3.538
H -0.001 0.173 4.002

These are the Löwdin partial charges, in e, on atoms 1 to 2:
1 O 0.143
2 C 0.001

***

(3)
Entry from OMol25: a single CH2Cl2S2 molecule (ωB97M-V/def2-TZVPD).

Properties
energy above the lowest of the compared OMol25 structures with the same formula, charge and spin = 48.09 kJ/mol

Atoms and positions in Å:
C 0.984 -0.199 -0.545
S -2.027 -0.062 0.971
S -1.114 0.078 -0.796
Cl 1.473 -1.979 -0.340
Cl 1.582 0.738 0.797
H 1.326 0.253 -1.391
H -2.224 1.171 1.304

These are the natural (NBO) partial charges, in e, on atoms 1 to 2:
1 C -0.269
2 S -0.061

***

(4)
Entry from OMol25: a 5-piece molecular cluster, C28H30Br2Cl12INO6P2 overall (ωB97M-V/def2-TZVPD).

Atoms and positions in Å:
C 3.944 2.675 -1.911
C 2.717 3.544 -1.504
C 1.440 2.677 -1.792
Br -0.104 3.800 -2.290
C 1.126 1.722 -0.635
C 0.706 2.191 0.630
C 0.570 3.692 0.919
C -0.865 4.219 1.257
C -2.019 3.669 0.384
I -0.792 6.376 0.868
C 0.425 1.260 1.653
C -0.015 1.777 3.020
C -1.544 1.752 3.262
O -1.978 2.303 4.230
Br -2.779 0.839 2.054
C 0.575 -0.118 1.463
P 0.212 -1.375 2.766
N 1.565 -1.837 3.384
O -0.632 -2.560 2.061
O -0.785 -0.823 3.933
C 1.020 -0.555 0.217
C 1.274 0.346 -0.814
C 1.747 -0.274 -2.116
O 2.599 0.198 -2.842
C 1.125 -1.607 -2.489
C 0.803 -1.950 -3.795
C 0.991 -1.013 -4.982
C 0.282 -3.219 -4.020
C 0.078 -4.137 -2.995
P -0.568 -5.785 -3.574
C -2.418 -5.778 -3.502
O -0.099 -6.939 -2.465
C 0.370 -3.759 -1.670
C 0.885 -2.505 -1.458
C 1.247 -2.036 -0.066
O 1.721 -2.805 0.737
H 4.893 3.203 -1.777
H 3.836 2.365 -2.960
H 3.901 1.741 -1.332
H 2.814 3.794 -0.444
H 2.694 4.412 -2.172
H 1.670 2.123 -2.702
H 1.185 3.884 1.816
H 1.002 4.322 0.144
H -1.055 4.161 2.331
H -2.931 3.650 0.995
H -2.208 4.365 -0.436
H -1.834 2.677 -0.039
H 0.476 1.136 3.761
H 0.342 2.789 3.227
H 1.516 -1.660 4.387
H -1.582 -2.395 2.179
H -0.293 -0.496 4.694
H 0.251 -0.203 -4.870
H 0.718 -1.514 -5.919
H 2.010 -0.624 -5.004
H 0.036 -3.522 -5.040
H -2.771 -5.307 -4.429
H -2.733 -6.831 -3.562
H -2.853 -5.336 -2.595
H -0.275 -6.620 -1.570
H 0.204 -4.434 -0.830
C 0.175 -7.021 1.639
Cl -0.886 -6.017 0.633
Cl 0.015 -6.575 3.334
Cl -0.185 -8.730 1.401
H 1.199 -6.841 1.333
C -4.209 8.422 2.952
Cl -3.638 9.505 1.679
Cl -3.975 6.737 2.486
Cl -3.388 8.767 4.476
H -5.269 8.592 3.091
C -5.814 -0.367 4.035
Cl -5.341 -1.551 2.812
Cl -7.340 0.402 3.598
Cl -5.929 -1.125 5.624
H -5.047 0.399 4.077
C 5.518 -0.903 -1.869
Cl 4.677 -1.582 -0.473
Cl 7.175 -0.460 -1.447
Cl 5.500 -2.041 -3.218
H 4.994 -0.006 -2.177

These are the Löwdin partial charges, in e, on atoms 1 to 2:
1 C -0.091
2 C -0.236

***

no.,total energy (Ha),maximum force (eV/Å)
1,-2315.04318,10.8
2,-891.25562,9.7
3,-1756.02244,4.5
4,-13241.93807,2.5